Arrangement w

{
  "formula": "C7H12N2O",
  "method": "the ωB97M-V functional and the def2-TZVPD basis",
  "elements": ["C", "C", "C", "C", "O", "C", "N", "H", "H", "H", "H", "H", "H", "H", "C", "N", "C", "H", "H", "H", "H", "H"],
  "positions_angstrom": [[2.127, 1.909, 0.292], [0.856, 1.142, 0.087], [-0.263, 1.857, -0.534], [-0.932, 1.183, 0.607], [-0.809, 1.579, 1.932], [-2.090, 0.441, 0.286], [-3.090, 0.008, -0.107], [2.691, 1.640, 1.188], [1.904, 2.978, 0.270], [2.868, 1.660, -0.471], [1.048, 0.075, 0.136], [-0.494, 1.391, -1.499], [-0.280, 2.941, -0.524], [-1.675, 1.664, 2.349], [-0.513, -2.354, 0.762], [0.372, -2.313, -0.130], [0.061, -2.718, -1.474], [-1.482, -2.843, 0.639], [-0.337, -1.808, 1.682], [-0.912, -3.225, -1.560], [0.869, -3.376, -1.816], [0.081, -1.830, -2.116]],
  "total_charge": 0,
  "homo_ev": -7.8798,
  "smiles": "C[C@@H]1C[C@@]1(O)C#N.C=NC",
  "mol_weight_g_mol": 140.2
}

Arrangement x

{
  "formula": "C7H12N2O",
  "method": "the ωB97M-V functional and the def2-TZVPD basis",
  "elements": ["C", "C", "C", "C", "C", "C", "N", "C", "N", "H", "H", "H", "H", "H", "H", "H", "H", "H", "H", "O", "H", "H"],
  "positions_angstrom": [[1.076, 2.630, 0.338], [0.737, 1.179, 0.620], [-0.675, 0.941, 1.203], [-1.055, -0.438, 0.685], [-1.520, -0.557, -0.729], [-0.053, -0.783, -0.414], [0.820, 0.347, -0.592], [0.538, -2.156, -0.423], [-0.101, -3.220, -0.879], [0.358, 3.064, -0.375], [1.035, 3.218, 1.265], [2.087, 2.725, -0.083], [1.469, 0.780, 1.343], [-0.676, 0.975, 2.300], [-1.378, 1.708, 0.842], [-1.354, -1.212, 1.392], [-2.133, -1.416, -1.006], [-1.757, 0.357, -1.276], [0.570, 0.882, -1.419], [1.748, -2.292, -0.889], [-1.033, -3.318, -0.492], [1.299, -3.415, -1.413]],
  "total_charge": 0,
  "homo_ev": -9.1730,
  "mol_weight_g_mol": 140.2
}

Arrangement y

{
  "formula": "C7H12N2O",
  "method": "the ωB97M-V functional and the def2-TZVPD basis",
  "elements": ["C", "C", "C", "C", "C", "C", "C", "N", "N", "O", "H", "H", "H", "H", "H", "H", "H", "H", "H", "H", "H", "H"],
  "positions_angstrom": [[-1.340, -1.492, -0.682], [0.576, 2.149, 1.106], [0.868, 2.082, -0.442], [0.084, 0.926, 0.236], [0.511, -0.499, 0.393], [-1.731, -2.063, -2.014], [1.860, -0.940, 0.922], [-0.040, -1.425, -0.401], [-2.059, -0.580, 1.305], [-2.330, -1.281, 0.199], [1.429, 2.048, 1.750], [-0.183, 2.840, 1.375], [0.353, 2.471, -1.349], [1.985, 1.960, -0.746], [-0.997, 0.990, 0.243], [-2.139, -3.042, -1.778], [-0.880, -2.177, -2.623], [-2.523, -1.509, -2.443], [1.860, -0.797, 2.001], [2.741, -0.404, 0.496], [1.870, -1.999, 0.700], [-2.639, -1.006, 2.065]],
  "total_charge": 0,
  "homo_ev": [-7.0873, -7.1424],
  "mol_weight_g_mol": 140.2
}

Question: of the structures shown, which is the least stable? Reply: arrangement y.